Record 1
The ion C2H3Cl2N4 with charge +1 at a distorted geometry. Source: the Open Molecules 2025 dataset; level of theory: ωB97M-V with the def2-TZVPD basis set.

Its SMILES is C=[NH+]/C(Cl)=N\N=N\Cl. As for the HOMO energy (alpha / beta): -0.5092 / -0.5092 Ha. The LUMO energy (alpha / beta) comes out at -6.282 / -6.283 eV. The value obtained for the relative energy (zero: lowest compared OMol25 entry of this formula, charge and spin) is 287.8 kJ/mol. As for the HOMO-LUMO gap (alpha / beta): 7.5737 / 7.5729 eV. The calculation puts the largest force on an atom at 5.03 eV Å⁻¹. For the energy, the calculation gives -33115.7017 eV. The spin multiplicity is 1. For the molar mass, the calculation gives 153.980 g mol⁻¹. The total charge is +1.

Structure (XYZ):
```
11
C2H3Cl2N4, DFT ωB97M-V with the def2-TZVPD basis set
C -1.6901 -0.9204 0.9228
C 0.0364 0.2623 -0.2325
N -2.4786 -1.1417 -0.0804
N -2.2025 -1.2756 -1.2772
N -1.8339 -0.5128 -2.1619
N -0.3656 -0.5213 0.7213
Cl -2.1417 -1.2711 2.5302
Cl -1.5050 -1.1230 -3.6981
H 1.0904 0.4805 -0.3301
H -0.6577 0.7137 -0.9277
H 0.3048 -0.8225 1.4345
```

Atomic partial charges in e from the Löwdin method, atoms 1 to 6:
1 C -0.73
2 C 0.22
3 N 0.09
4 N -0.09
5 N -0.44
6 N 0.07

***

Record 2
A cluster of 2 separate species, C5H11O2 in total at a distorted geometry. Source: the Open Molecules 2025 dataset; level of theory: ωB97M-V with the def2-TZVPD basis set.

As for the HOMO energy: -0.1305 Ha. The LUMO energy comes out at 3.419 eV. The value obtained for the relative energy (zero: lowest compared OMol25 entry of this formula, charge and spin) is 93.9 kJ/mol. As for the HOMO-LUMO gap: 6.9709 eV. The calculation puts the largest force on an atom at 2.91 eV Å⁻¹. For the energy, the calculation gives -9459.0558 eV. The spin multiplicity is 1. For the molar mass, the calculation gives 103.141 g mol⁻¹. The total charge is -1.

Structure (XYZ):
```
18
C5H11O2, DFT ωB97M-V with the def2-TZVPD basis set
C 1.6187 1.7128 -0.5361
C 2.8019 1.6677 0.6864
O 2.4033 1.6144 1.8448
O 3.9130 1.7702 0.1357
H 2.0043 0.9390 -1.1772
H 1.7622 2.7309 -0.8977
H 0.5849 1.7339 -0.2096
C -1.4450 -0.5377 -0.3240
C -0.3489 -0.9687 0.6815
C -2.4539 -1.6777 -0.4064
H -1.0343 -0.1231 -1.2474
H -1.8407 0.3901 0.0915
H -0.5645 -1.0137 1.7409
H 0.1112 -1.9148 0.3991
H -3.0821 -1.6986 -1.3119
H -2.9626 -1.7423 0.5555
H 0.4871 -0.2518 0.5678
H -1.9545 -2.6307 -0.5930
```

Atomic partial charges in e from the Löwdin method, atoms 1 to 6:
1 C -0.07
2 C -0.78
3 O -0.08
4 O -0.11
5 H 0.03
6 H 0.03

***

Record 3
A structure of composition C13H17Br15O4 at a distorted geometry. Source: the Open Molecules 2025 dataset; level of theory: ωB97M-V with the def2-TZVPD basis set.

As for the HOMO energy: -0.3662 Ha. The LUMO energy comes out at -0.689 eV. The value obtained for the relative energy (zero: lowest compared OMol25 entry of this formula, charge and spin) is 73.0 kJ/mol. As for the HOMO-LUMO gap: 9.2748 eV. The calculation puts the largest force on an atom at 1.60 eV Å⁻¹. For the energy, the calculation gives -1072582.3295 eV. The spin multiplicity is 1. For the molar mass, the calculation gives 1435.835 g mol⁻¹. The total charge is 0.

Structure (XYZ):
```
49
C13H17Br15O4, DFT ωB97M-V with the def2-TZVPD basis set
O -9.5923 26.4569 12.1955
C -10.6688 26.1416 12.6123
O -10.8319 25.3772 13.7192
C -12.2274 25.1088 13.9023
C -12.9267 26.2782 13.2289
C -12.0255 26.4424 11.9994
H -12.5484 24.9786 14.9322
H -12.4397 24.1672 13.3822
H -12.9879 27.1175 13.9235
H -13.9704 26.0111 13.0480
H -12.1173 27.4152 11.5277
H -12.2695 25.6693 11.2694
O -13.8706 22.6669 15.6071
C -13.6005 22.7848 16.7679
O -12.7254 23.6693 17.2354
C -12.6876 23.7543 18.6675
C -13.9121 22.9225 19.1287
C -14.1624 22.0057 17.9543
H -12.8116 24.7981 18.9405
H -11.7619 23.3238 19.0399
H -14.7372 23.6176 19.2906
H -13.7065 22.4149 20.0679
H -15.1871 21.6803 17.8132
H -13.5829 21.0967 18.1404
C -11.1170 26.1868 21.8828
Br -10.7249 26.2489 23.8115
Br -10.0322 24.8433 21.0117
Br -10.9804 27.9728 21.1382
H -12.1363 25.8836 21.6919
C -16.4242 21.8366 14.3598
Br -16.3130 23.7983 14.0993
Br -17.5561 21.0306 12.9935
Br -16.8289 21.3553 16.1672
H -15.4076 21.5420 14.1454
C -16.8274 25.8878 17.1671
Br -17.1839 24.5668 18.5462
Br -14.9106 26.1830 17.0594
Br -17.8008 27.5627 17.4926
H -17.1565 25.5598 16.1918
C -17.1218 19.6648 20.1081
Br -15.2019 19.4929 20.1043
Br -17.6196 21.3810 20.9635
Br -18.1553 18.1839 20.7894
H -17.4712 19.7231 19.0874
C -10.9818 22.3294 23.7992
Br -9.0622 22.2171 23.4354
Br -11.4250 21.3202 25.3878
Br -11.8705 21.4896 22.2611
H -11.2628 23.3726 23.8048
```

Atomic partial charges in e from the Löwdin method, atoms 1 to 6:
1 O 0.12
2 C -0.49
3 O 0.03
4 C -0.17
5 C -0.16
6 C -0.07

***

Record 4
A cluster of 2 separate species, C5H12NO3 in total at a distorted geometry. Source: the Open Molecules 2025 dataset; level of theory: ωB97M-V with the def2-TZVPD basis set.

As for the HOMO energy: -0.1171 Ha. The LUMO energy comes out at 3.527 eV. The value obtained for the relative energy (zero: lowest compared OMol25 entry of this formula, charge and spin) is 269.4 kJ/mol. As for the HOMO-LUMO gap: 6.7140 eV. The calculation puts the largest force on an atom at 1.17 eV Å⁻¹. For the energy, the calculation gives -13012.1032 eV. The spin multiplicity is 1. For the molar mass, the calculation gives 134.155 g mol⁻¹. The total charge is -1.

Structure (XYZ):
```
21
C5H12NO3, DFT ωB97M-V with the def2-TZVPD basis set
C -1.4954 -0.3849 -0.4834
C -0.0860 0.1427 -0.7890
C 0.9285 -0.9904 -1.1292
C 0.3466 -2.1742 -1.8322
O 0.6911 -2.5515 -2.9313
N 0.3712 0.9630 0.3144
C 0.6190 0.2033 1.6544
O 1.8754 0.3413 2.0589
H -1.4934 -1.1214 0.3206
H -2.1396 0.4383 -0.1702
H -1.9682 -0.8364 -1.3618
H -0.2049 0.7565 -1.6879
H 1.3803 -1.3366 -0.1924
H 1.7357 -0.5852 -1.7399
H -0.4303 -2.7380 -1.2860
H 1.2770 1.3504 0.1064
H 0.3281 -0.8582 1.4648
H -0.1209 0.6568 2.3469
H -0.6057 2.4926 1.1211
H -0.2024 3.0110 2.4551
O -0.8063 3.2208 1.7606
```

Atomic partial charges in e from the Löwdin method, atoms 1 to 6:
1 C -0.08
2 C -0.42
3 C -0.12
4 C -0.28
5 O 0.02
6 N -0.06

***

Record 5
The ion C2H8N2PS with charge +1 at a distorted geometry. Source: the Open Molecules 2025 dataset; level of theory: ωB97M-V with the def2-TZVPD basis set.

As for the HOMO energy: -0.5241 Ha. The LUMO energy comes out at -4.479 eV. The value obtained for the relative energy (zero: lowest compared OMol25 entry of this formula, charge and spin) is 115.9 kJ/mol. As for the HOMO-LUMO gap: 9.7825 eV. The calculation puts the largest force on an atom at 5.40 eV Å⁻¹. For the energy, the calculation gives -25300.1774 eV. The spin multiplicity is 1. For the molar mass, the calculation gives 123.141 g mol⁻¹. The total charge is +1.

Structure (XYZ):
```
14
C2H8N2PS, DFT ωB97M-V with the def2-TZVPD basis set
C 0.8745 -0.2346 0.3208
C -1.0771 -1.7539 -1.1261
N -0.2549 0.3930 1.0291
N 2.1321 0.2731 0.5790
P -0.2589 2.1806 1.2246
S 0.7457 -1.6497 -0.6491
H -1.0605 -2.3341 -2.0083
H -1.3329 -0.6908 -1.3965
H -1.7953 -2.1737 -0.5222
H -1.0975 -0.0215 0.4862
H 2.1976 1.1764 1.0007
H 2.7739 0.0757 -0.0810
H -1.5869 2.1977 1.3423
H -0.2598 2.5620 -0.1995
```

Atomic partial charges in e from the Löwdin method, atoms 1 to 6:
1 C -0.65
2 C -0.27
3 N -0.28
4 N 0.15
5 P 0.86
6 S 1.03

***

Record 6
An isolated molecule of C3H6N2 at a distorted geometry. Source: the Open Molecules 2025 dataset; level of theory: ωB97M-V with the def2-TZVPD basis set.

Its SMILES is [H]/N=C(\N)C=C. As for the HOMO energy: -0.3267 Ha. The LUMO energy comes out at 0.881 eV. The value obtained for the relative energy (zero: lowest compared OMol25 entry of this formula, charge and spin) is 172.3 kJ/mol. As for the HOMO-LUMO gap: 9.7695 eV. The calculation puts the largest force on an atom at 5.07 eV Å⁻¹. For the energy, the calculation gives -6186.7591 eV. The spin multiplicity is 1. For the molar mass, the calculation gives 70.095 g mol⁻¹. The total charge is 0.

Structure (XYZ):
```
11
C3H6N2, DFT ωB97M-V with the def2-TZVPD basis set
C -0.4957 0.2659 -0.1109
C 0.6533 -0.5646 0.0002
C 1.8698 0.0594 0.0007
H -1.5423 -1.5048 -0.2625
H -2.6163 -0.2164 0.0236
H -1.3226 1.9729 0.3826
H 0.6032 -1.7236 0.0970
H 2.8682 -0.4138 0.0994
H 2.0129 1.1124 -0.1957
N -1.6553 -0.4959 0.0195
N -0.3752 1.5086 -0.0540
```

Atomic partial charges in e from the Löwdin method, atoms 1 to 6:
1 C -0.61
2 C -0.14
3 C 0.03
4 H 0.10
5 H 0.08
6 H 0.12

***

Record 7
A cluster of 4 separate species, C53H102N11O5P3S in total at a distorted geometry. Source: the Open Molecules 2025 dataset; level of theory: ωB97M-V with the def2-TZVPD basis set.

Its SMILES is C=CC1=C(CNC)C(=O)c2c(c(S)cc(CCCCCCCCCCCCCCCC)c2-c2ccccn2)C1=O.CN(C)P(=O)(N(C)C)N(C)C.CN(C)P(=O)(N(C)C)N(C)C.CN(C)P(=O)(N(C)C)N(C)C. As for the HOMO energy: -0.2872 Ha. The LUMO energy comes out at -1.202 eV. The value obtained for the relative energy (zero: lowest compared OMol25 entry of this formula, charge and spin) is 899.4 kJ/mol. As for the HOMO-LUMO gap: 6.6128 eV. The calculation puts the largest force on an atom at 7.24 eV Å⁻¹. For the energy, the calculation gives -121921.6598 eV. The spin multiplicity is 1. For the molar mass, the calculation gives 1098.460 g mol⁻¹. The total charge is 0.

Structure (XYZ):
```
175
C53H102N11O5P3S, DFT ωB97M-V with the def2-TZVPD basis set
C 2.9579 9.6725 3.5359
C 1.9273 9.1367 2.7090
C 2.1326 8.4082 1.3137
C 2.6646 7.0857 1.1792
C 3.1508 6.2087 2.4262
N 2.1862 6.1233 3.5554
C 0.7834 5.9020 3.1134
C 2.8107 6.4206 -0.2897
O 3.7585 5.6440 -0.5648
C 1.6670 6.8089 -1.3579
C 1.0657 8.2814 -1.1748
C -0.0815 8.7639 -2.1514
S -0.8003 10.4855 -2.0225
C -0.5823 7.7541 -3.2527
C 0.0025 6.2683 -3.4606
C -0.6748 5.4150 -4.6230
C -1.0312 3.8959 -4.2469
C -1.7106 3.6814 -2.8099
C -1.1406 2.2619 -2.2248
C -2.2856 1.1538 -2.0196
C -1.8546 0.0665 -0.8896
C -1.0703 -1.2005 -1.4902
C -1.1716 -2.5232 -0.5426
C 0.1778 -3.3952 -0.5165
C -0.0245 -4.9557 -0.8465
C -0.1754 -5.9013 0.4432
C 1.1579 -6.6995 0.8510
C 1.4662 -7.9864 -0.0642
C 2.2079 -9.1765 0.7724
C 3.7041 -9.4713 0.2645
C 4.2353 -10.9590 0.6625
C 1.1687 5.7974 -2.5052
C 1.8237 4.3396 -2.6840
C 1.9452 3.3329 -1.5287
C 2.5249 1.8875 -1.6313
C 2.9863 1.5608 -3.1038
C 2.8263 2.7039 -4.1216
N 2.2966 4.0095 -3.9816
C 1.6624 9.2184 -0.0065
O 1.7942 10.4603 -0.1062
H 2.8153 10.7564 3.9007
H 3.8578 9.0387 3.8579
H 0.8400 9.2633 3.0723
H 4.1757 6.5453 2.8358
H 3.3071 5.1356 2.0333
H 2.2767 6.9075 4.2135
H 0.1644 5.7326 4.0776
H 0.2992 6.8291 2.6152
H 0.6324 4.9562 2.4847
H 0.2317 11.3368 -2.4613
H -1.4169 8.1103 -3.9585
H 0.0985 5.3747 -5.4851
H -1.5778 5.9821 -5.0508
H -0.0997 3.2672 -4.4404
H -1.8110 3.5453 -5.0293
H -1.4416 4.4604 -2.0229
H -2.8452 3.5625 -2.8721
H -0.6411 2.4469 -1.1975
H -0.3359 1.7996 -2.8893
H -2.5689 0.6658 -3.0166
H -3.2189 1.7070 -1.6114
H -1.1259 0.5744 -0.1480
H -2.7527 -0.3159 -0.2881
H 0.0481 -0.9803 -1.6165
H -1.5546 -1.5031 -2.4961
H -1.3363 -2.1152 0.5213
H -2.0467 -3.2039 -0.8245
H 0.6664 -3.3155 0.5238
H 0.9605 -2.9993 -1.2588
H 0.8268 -5.3958 -1.4841
H -0.9836 -5.0825 -1.4839
H -0.5497 -5.3576 1.3800
H -0.9831 -6.6926 0.1995
H 2.1001 -6.0286 0.8970
H 1.0012 -7.0898 1.9189
H 0.5194 -8.4727 -0.5034
H 2.1579 -7.7524 -0.9415
H 1.6317 -10.1733 0.6783
H 2.2649 -8.9550 1.8927
H 4.4047 -8.7433 0.8135
H 3.8407 -9.3775 -0.8660
H 4.3735 -11.6335 -0.2629
H 5.2739 -10.9077 1.1583
H 3.5471 -11.4943 1.4022
H 1.5749 3.6774 -0.4954
H 2.5766 1.1474 -0.7725
H 3.4156 0.5356 -3.3843
H 3.1837 2.4419 -5.1880
O -4.7935 -2.9872 0.9287
P -6.1240 -2.9255 1.7025
N -6.0194 -1.2351 1.9873
C -4.9971 -0.6366 2.8275
C -6.1743 -0.4399 0.7696
N -5.6010 -3.8875 3.0110
C -5.4502 -3.4631 4.3862
C -4.6160 -4.9275 2.7163
N -7.7007 -2.9020 2.5430
C -8.6800 -3.7028 1.7942
C -8.3720 -1.7293 3.0923
H -5.1700 0.4389 2.9343
H -3.9852 -0.7919 2.4320
H -5.0418 -1.0154 3.8452
H -7.0826 -0.7430 0.2354
H -5.3239 -0.5643 0.0900
H -6.2863 0.6246 0.9953
H -4.4808 -2.9856 4.5593
H -5.5111 -4.3258 5.0604
H -6.2416 -2.7893 4.7156
H -3.6020 -4.5168 2.6649
H -4.8390 -5.4121 1.7642
H -4.6315 -5.7172 3.4745
H -8.9955 -3.1861 0.8822
H -9.5632 -3.9277 2.3987
H -8.2416 -4.6639 1.5042
H -8.6837 -1.0231 2.3159
H -7.7500 -1.2084 3.8220
H -9.2691 -2.0326 3.6449
O 0.8483 -10.5951 3.4283
P 0.2055 -10.4045 4.8154
N 0.9942 -11.7664 5.5026
C 0.7273 -13.1305 5.0814
C 2.4369 -11.5768 5.6498
N -1.3927 -10.7087 4.3019
C -2.2318 -11.8160 4.7068
C -1.7341 -10.3194 2.9341
N -0.5250 -10.1028 6.4181
C -0.4503 -8.6708 6.7416
C -0.2933 -10.8738 7.6346
H 1.2777 -13.8395 5.7077
H 0.9970 -13.3059 4.0323
H -0.3154 -13.3991 5.2290
H 2.6409 -10.6359 6.1747
H 2.9449 -11.5407 4.6797
H 2.8885 -12.3723 6.2495
H -2.0402 -12.7107 4.1066
H -3.2902 -11.5597 4.5771
H -2.1284 -12.0679 5.7626
H -1.4007 -11.0690 2.2085
H -1.2725 -9.3639 2.6777
H -2.8137 -10.1807 2.8171
H 0.5740 -8.3773 6.9928
H -1.1089 -8.4111 7.5751
H -0.7735 -8.0709 5.8838
H 0.7360 -10.7851 7.9968
H -0.5366 -11.9290 7.5005
H -0.9580 -10.5255 8.4340
O 1.8045 9.6132 -7.0060
P 3.2621 10.0671 -6.7950
N 3.6507 8.7532 -5.7619
C 3.0542 8.5781 -4.4496
C 3.6810 7.4670 -6.4576
N 2.8699 11.5114 -5.9747
C 3.1818 11.8322 -4.5985
C 1.6196 12.1687 -6.3516
N 4.9571 10.6094 -6.6312
C 5.4875 11.0012 -7.9449
C 6.0115 9.9399 -5.8776
H 3.5069 7.7277 -3.9300
H 1.9688 8.4225 -4.4868
H 3.2688 9.4253 -3.8030
H 4.3209 7.5347 -7.3457
H 2.6821 7.1552 -6.7825
H 4.1037 6.6785 -5.8282
H 2.4352 11.4270 -3.9081
H 3.1995 12.9194 -4.4549
H 4.1706 11.4897 -4.2925
H 0.7578 11.7032 -5.8610
H 1.4677 12.1203 -7.4313
H 1.6339 13.2319 -6.0903
H 5.6772 10.1228 -8.5702
H 6.4126 11.5767 -7.8506
H 4.7686 11.6405 -8.4687
H 6.2784 8.9676 -6.3041
H 5.7421 9.8094 -4.8283
H 6.9175 10.5577 -5.8663
```

Atomic partial charges in e from the Löwdin method, atoms 1 to 6:
1 C 0.00
2 C -0.13
3 C -0.07
4 C -0.05
5 C -0.18
6 N -0.14

***

Record 8
An isolated molecule of C4H9NO2. Source: the Open Molecules 2025 dataset; level of theory: ωB97M-V with the def2-TZVPD basis set.

Its SMILES is CNCC(=O)OC. As for the HOMO energy: -0.3371 Ha. The LUMO energy comes out at 0.922 eV. The value obtained for the relative energy (zero: lowest compared OMol25 entry of this formula, charge and spin) is 116.3 kJ/mol. As for the HOMO-LUMO gap: 10.0951 eV. The calculation puts the largest force on an atom at 0.47 eV Å⁻¹. For the energy, the calculation gives -9878.8555 eV. The spin multiplicity is 1. For the molar mass, the calculation gives 103.121 g mol⁻¹. The total charge is 0.

Structure (XYZ):
```
16
C4H9NO2, DFT ωB97M-V with the def2-TZVPD basis set
C 1.1841 -0.4922 -1.8923
N 1.4772 0.7401 -1.1733
C 1.2921 0.5972 0.2570
C -0.1814 0.4963 0.6262
O -1.0291 1.2169 0.1497
O -0.4477 -0.4732 1.5105
C -1.8316 -0.6034 1.8436
H 1.9970 -1.2082 -1.7279
H 1.1319 -0.2870 -2.9652
H 0.2391 -0.9795 -1.5934
H 0.8404 1.4671 -1.4874
H 1.6968 1.4809 0.7660
H 1.8378 -0.2782 0.6202
H -1.9013 -1.4535 2.5205
H -2.4236 -0.7824 0.9426
H -2.1950 0.3039 2.3309
```

Atomic partial charges in e from the Löwdin method, atoms 1 to 6:
1 C -0.13
2 N -0.12
3 C -0.15
4 C -0.50
5 O 0.10
6 O -0.04